# 1
A cluster of 2 separate species, C2H10NO in total, computed with ωB97M-V/def2-TZVPD.

Structure (XYZ):
```
14
Properties=species:S:1:pos:R:3:nbo_charge:R:1
N -0.930 0.721 2.478 -0.859
H -1.230 -0.155 2.875 0.453
H 0.091 0.781 2.375 0.460
H -1.232 0.778 1.501 0.483
H -1.292 1.455 3.089 0.457
C 1.004 -0.208 -1.223 -0.060
O 0.556 0.088 0.119 -0.794
C -0.187 -0.630 -2.092 -0.654
H 1.469 0.677 -1.657 0.181
H 1.779 -0.974 -1.140 0.179
H 1.253 -0.133 0.756 0.468
H -0.364 0.117 -2.859 0.230
H 0.129 -1.508 -2.672 0.234
H -1.046 -1.009 -1.550 0.224
```

relative energy (zero: lowest compared OMol25 entry of this formula, charge and spin) = 103.9 kJ/mol
LUMO = -0.1533 hartree
total charge = +1
HOMO = -14.29 eV
HOMO-LUMO gap = 0.3717 Ha
DFT total energy = -5766.6049 eV

=====

# 2
A cluster of 2 separate species, C2H10NO in total, computed with ωB97M-V/def2-TZVPD.

Structure (XYZ):
```
14
Properties=species:S:1:pos:R:3:nbo_charge:R:1
O 0.064 1.410 -2.109 -0.969
H -0.778 1.304 -2.588 0.533
H 0.654 0.572 -0.855 0.510
H 0.334 2.340 -2.120 0.531
C -0.380 -1.283 1.822 -0.494
C -0.525 -0.408 0.609 -0.258
N 0.782 -0.032 0.044 -0.714
H -1.421 -1.442 2.199 0.379
H 0.032 -0.915 2.832 0.448
H 0.274 -2.166 1.629 0.374
H -1.268 0.364 0.890 0.365
H -1.080 -0.926 -0.211 0.359
H 1.271 -0.872 -0.322 0.468
H 1.443 0.449 0.679 0.469
```

relative energy (zero: lowest compared OMol25 entry of this formula, charge and spin) = 125.9 kJ/mol
LUMO (spin up / spin down) = -0.2929 / -0.6058 hartree
total charge = +2
HOMO (spin up / spin down) = -20.73 / -20.70 eV
HOMO-LUMO gap (spin up / spin down) = 0.4690 / 0.1550 Ha
DFT total energy = -5750.8548 eV
spin multiplicity = 2

=====

# 3
A cluster of 2 separate species, C2H10NO in total, computed with ωB97M-V/def2-TZVPD.

Structure (XYZ):
```
14
Properties=species:S:1:pos:R:3:nbo_charge:R:1
O -2.345 -0.428 -1.292 -0.125
H -3.300 -0.144 -1.087 0.567
H -0.361 -0.700 -0.298 0.398
H -2.426 -0.781 -2.238 0.561
C 1.577 0.300 -0.549 -0.407
N 0.444 -0.353 0.230 -0.500
C 0.111 0.421 1.492 -0.429
H 1.166 1.252 -0.875 0.235
H 2.472 0.277 0.059 0.269
H 1.694 -0.279 -1.465 0.241
H 0.785 -1.251 0.586 0.444
H 0.883 0.125 2.199 0.257
H -0.825 0.069 1.922 0.239
H 0.125 1.491 1.317 0.251
```

relative energy (zero: lowest compared OMol25 entry of this formula, charge and spin) = 152.9 kJ/mol
LUMO (spin up / spin down) = -0.3539 / -0.6327 hartree
total charge = +2
HOMO (spin up / spin down) = -21.96 / -21.96 eV
HOMO-LUMO gap (spin up / spin down) = 0.4531 / 0.1742 Ha
DFT total energy = -5750.5750 eV
spin multiplicity = 2

=====

# 4
A cluster of 3 separate species, C2H10NO2 in total, computed with ωB97M-V/def2-TZVPD.

Structure (XYZ):
```
15
Properties=species:S:1:pos:R:3:nbo_charge:R:1
C -0.189 0.221 -0.379 -0.087
C -0.604 -1.022 -0.278 -0.325
N -1.070 1.260 0.238 -0.728
H 0.752 0.508 -0.821 0.258
H -0.119 -1.941 -0.613 0.251
H -1.436 -1.312 0.319 0.211
H -0.524 1.938 0.776 0.458
H -1.751 1.525 -0.492 0.460
H -1.806 0.866 0.874 0.478
H 5.357 -0.859 -0.658 0.479
H 5.534 0.506 -1.431 0.481
O 4.903 -0.148 -1.113 -0.960
H -4.211 -0.458 1.353 0.511
H -2.923 -1.047 1.900 0.494
O -3.250 -0.365 1.282 -0.981
```

relative energy (zero: lowest compared OMol25 entry of this formula, charge and spin) = 133.4 kJ/mol
LUMO = -0.1243 hartree
total charge = +1
HOMO = -13.80 eV
HOMO-LUMO gap = 0.3829 Ha
DFT total energy = -7813.6274 eV

=====

# 5
A cluster of 3 separate species, C2H10NO2 in total, computed with ωB97M-V/def2-TZVPD.

Structure (XYZ):
```
15
Properties=species:S:1:pos:R:3:nbo_charge:R:1
C -0.792 0.849 -0.751 -0.036
C -1.180 1.034 0.581 -0.350
N 0.389 -0.217 -0.897 -0.730
H -0.906 1.528 -1.644 0.231
H -0.647 1.715 1.196 0.276
H -1.799 0.326 0.995 0.202
H 1.226 0.110 -1.321 0.448
H -0.083 -0.971 -1.472 0.479
H 0.654 -0.744 -0.080 0.441
H -0.042 -3.397 -2.383 0.497
H 0.980 -3.474 -1.547 0.486
O 0.451 -2.765 -1.751 -0.968
H 1.078 2.633 3.093 0.499
H 0.054 1.462 3.316 0.487
O 0.616 1.912 2.664 -0.962
```

relative energy (zero: lowest compared OMol25 entry of this formula, charge and spin) = 507.3 kJ/mol
LUMO = -0.1981 hartree
total charge = +1
HOMO = -12.58 eV
HOMO-LUMO gap = 0.2643 Ha
DFT total energy = -7809.7529 eV

=====

# 6
A cluster of 3 separate species, C2H10NO2 in total, computed with ωB97M-V/def2-TZVPD.

Structure (XYZ):
```
15
Properties=species:S:1:pos:R:3:nbo_charge:R:1
C 1.054 -1.726 0.322 -0.459
C -1.202 -1.006 0.831 0.116
N -0.057 -0.808 0.327 -0.403
H 1.991 -1.207 0.109 0.256
H 0.910 -2.383 -0.556 0.247
H 1.259 -2.195 1.265 0.246
H -1.498 -1.800 1.500 0.227
H -2.006 -0.202 0.570 0.263
H 0.078 0.018 -0.290 0.477
H -1.238 2.303 -0.903 0.489
H -2.563 2.282 -0.210 0.495
O -1.734 1.779 -0.249 -0.973
H 1.603 2.002 -0.196 0.494
H 1.860 1.653 -1.679 0.503
O 1.543 1.289 -0.841 -0.978
```

relative energy (zero: lowest compared OMol25 entry of this formula, charge and spin) = 72.7 kJ/mol
LUMO = -0.1620 hartree
total charge = +1
HOMO = -15.82 eV
HOMO-LUMO gap = 0.4194 Ha
DFT total energy = -7814.2565 eV

=====

# 7
A cluster of 3 separate species, C2H10NO2S in total, computed with ωB97M-V/def2-TZVPD.

Structure (XYZ):
```
16
Properties=species:S:1:pos:R:3:nbo_charge:R:1
C 0.409 -1.399 -0.017 -0.243
C 1.219 -1.536 -1.318 -0.553
S 0.882 -0.347 -2.624 -0.698
N -1.011 -1.072 -0.148 -0.887
H 0.595 -2.081 0.823 0.172
H 0.882 -0.460 0.357 0.166
H 2.264 -1.579 -1.009 0.176
H 0.960 -2.493 -1.791 0.164
H -1.054 -0.579 -1.053 0.390
H -1.462 -1.932 -0.481 0.331
H -0.483 3.793 3.434 0.463
H 0.109 2.440 3.159 0.486
O 0.214 3.198 3.746 -0.949
H -1.824 0.407 1.130 0.521
H -3.034 1.127 1.981 0.465
O -2.126 0.857 1.922 -1.006
```

relative energy (zero: lowest compared OMol25 entry of this formula, charge and spin) = 61.7 kJ/mol
LUMO = 0.1233 hartree
total charge = -1
HOMO = -2.60 eV
HOMO-LUMO gap = 0.2190 Ha
DFT total energy = -18657.3284 eV

=====

# 8
A cluster of 3 separate species, C2H10NO3 in total, computed with ωB97M-V/def2-TZVPD.

Structure (XYZ):
```
16
Properties=species:S:1:pos:R:3:nbo_charge:R:1
C -0.116 -1.144 -0.677 -0.048
O 0.625 0.054 -0.837 -0.989
C -1.432 -0.985 0.125 -0.253
N -1.030 -1.151 1.549 -0.853
H 0.377 -1.945 -0.230 0.116
H -0.298 -1.574 -1.641 0.117
H -2.234 -1.763 -0.006 0.162
H -1.707 0.090 0.045 0.185
H -1.672 -0.338 2.035 0.314
H -0.098 -0.840 1.743 0.357
H 0.275 1.594 -0.796 0.520
H -0.807 2.878 -0.970 0.442
O -0.172 2.302 -1.331 -1.027
H 3.420 0.683 0.732 0.447
H 2.006 0.872 -0.024 0.526
O 2.861 1.270 0.283 -1.014
```

relative energy (zero: lowest compared OMol25 entry of this formula, charge and spin) = 169.4 kJ/mol
LUMO = 0.1556 hartree
total charge = -1
HOMO = -3.50 eV
HOMO-LUMO gap = 0.2844 Ha
DFT total energy = -9868.0151 eV

=====

# 9
A structure of composition C2H10NO4, computed with ωB97M-V/def2-TZVPD.

Structure (XYZ):
```
17
Properties=species:S:1:pos:R:3:nbo_charge:R:1
O -0.013 -0.636 1.990 -0.347
C 1.225 -0.796 1.589 0.188
O -2.127 0.644 0.811 -0.852
C 2.049 0.161 1.015 0.208
N 1.386 1.272 0.450 -0.578
H -2.094 0.242 -0.095 0.497
H 1.671 -1.739 1.781 0.215
H 3.055 -0.044 0.774 0.265
H 1.759 2.087 0.735 0.420
H 0.034 -0.826 0.059 0.436
H 0.899 1.192 -0.446 0.495
H -1.018 -0.409 -1.860 0.466
H -2.622 -1.184 -1.809 0.493
O -1.984 -0.706 -1.302 -0.865
H -1.880 -0.011 1.457 0.465
H -0.188 0.451 -3.079 0.503
O -0.151 0.303 -2.068 -1.009
```

relative energy (zero: lowest compared OMol25 entry of this formula, charge and spin) = 1313.1 kJ/mol
LUMO = -0.3590 hartree
total charge = +1
HOMO = -13.84 eV
HOMO-LUMO gap = 0.1495 Ha
DFT total energy = -11896.9882 eV

=====

# 10
The ion C2H10NSi with charge +1, computed with ωB97M-V/def2-TZVPD.

Structure (XYZ):
```
14
Properties=species:S:1:pos:R:3:nbo_charge:R:1
C 0.892 -1.260 -0.072 -0.628
C 0.072 0.013 0.505 -0.415
N 0.859 1.064 -0.260 -0.705
Si -1.795 0.102 0.071 0.785
H 0.675 -1.183 -1.151 0.204
H 1.974 -1.216 0.065 0.227
H 0.492 -2.227 0.177 0.257
H 0.259 0.230 1.478 0.226
H 1.660 0.626 -0.772 0.456
H 1.151 1.891 0.325 0.458
H 0.166 1.415 -0.994 0.450
H -1.792 0.534 -1.387 -0.140
H -2.127 1.275 0.973 -0.123
H -2.624 -1.201 0.472 -0.053
```

relative energy (zero: lowest compared OMol25 entry of this formula, charge and spin) = 260.4 kJ/mol
LUMO = -0.1373 hartree
total charge = +1
HOMO = -15.88 eV
HOMO-LUMO gap = 0.4461 Ha
SMILES = C[C@@H]([NH3+])[SiH3]
DFT total energy = -11595.7097 eV

=====

# 11
A cluster of 3 separate species, C2H10O2S in total, computed with ωB97M-V/def2-TZVPD.

Structure (XYZ):
```
15
Properties=species:S:1:pos:R:3:nbo_charge:R:1
C 0.402 -2.868 0.339 -0.646
C 0.526 -1.421 0.042 -0.471
S -0.731 -0.484 1.126 -0.081
H 0.552 -2.933 1.483 0.219
H -0.592 -3.169 -0.113 0.214
H 1.014 -3.574 -0.117 0.226
H 0.212 -1.048 -1.043 0.228
H 1.579 -1.075 0.314 0.215
H -0.260 0.688 0.740 0.097
H -0.877 1.951 -2.360 0.472
H -0.991 0.837 -1.322 0.474
O -0.401 1.211 -1.972 -0.946
H 0.962 2.516 0.396 0.463
H 0.263 3.105 -0.811 0.465
O 0.934 3.310 -0.210 -0.928
```

relative energy (zero: lowest compared OMol25 entry of this formula, charge and spin) = 98.3 kJ/mol
LUMO = 0.0178 hartree
HOMO = -9.49 eV
HOMO-LUMO gap = 0.3667 Ha
SMILES = CCS.O.O
DFT total energy = -17165.4743 eV

=====

# 12
A cluster of 2 separate species, C2H10O2Si2 in total, computed with ωB97M-V/def2-TZVPD.

Structure (XYZ):
```
16
Properties=species:S:1:pos:R:3:nbo_charge:R:1
C -3.134 -0.964 -1.663 -1.207
C 1.651 -1.708 -0.351 -1.062
O -3.085 1.328 0.032 -1.119
O -1.880 -1.084 0.948 -0.596
Si 2.599 -0.298 0.597 0.837
Si -2.605 -0.228 -0.068 1.618
H -3.978 -0.406 -1.992 0.266
H -2.384 -0.806 -2.439 0.279
H -3.119 -2.040 -1.704 0.262
H 0.993 -2.312 0.177 0.236
H 1.029 -1.372 -1.187 0.233
H 2.414 -2.337 -0.873 0.227
H -2.716 1.937 0.632 0.511
H 3.164 0.813 -0.256 -0.158
H 1.581 0.203 1.491 -0.171
H 3.897 -0.966 1.250 -0.158
```

relative energy (zero: lowest compared OMol25 entry of this formula, charge and spin) = 62.9 kJ/mol
LUMO (spin up / spin down) = 0.0185 / -0.1570 hartree
HOMO (spin up / spin down) = -4.73 / -10.97 eV
HOMO-LUMO gap (spin up / spin down) = 0.1922 / 0.2460 Ha
DFT total energy = -22081.6061 eV
spin multiplicity = 3

=====

Calculated F_max, 0.0336; 0.0315; 0.0388; 0.0325; 0.1160; 0.0646; 0.0599; 0.0953; 0.1275; 0.0926; 0.0640; 0.1369 hartree/bohr (same order as the records).